{
  "formula": "C35H58CdF20NO15P3",
  "method": "ωB97M-V with the def2-TZVPD basis set",
  "e_homo_ev": [-0.29, -7.51],
  "homo_lumo_gap_ev": [2.305, 9.493],
  "total_charge": -1,
  "spin_multiplicity": 2,
  "total_energy_ev": -156232.699,
  "s_squared": 0.750,
  "symbols": ["C", "C", "C", "N", "C", "C", "C", "C", "C", "H", "H", "H", "H", "H", "H", "H", "H", "H", "H", "H", "H", "H", "H", "H", "H", "H", "H", "Cd", "P", "F", "F", "F", "F", "F", "F", "P", "F", "F", "F", "F", "F", "F", "P", "F", "F", "F", "F", "F", "F", "C", "O", "C", "O", "O", "C", "H", "H", "H", "H", "H", "H", "C", "O", "C", "O", "O", "C", "H", "H", "H", "H", "H", "H", "C", "O", "C", "O", "O", "C", "H", "H", "H", "H", "H", "H", "C", "O", "C", "O", "O", "C", "H", "H", "H", "H", "H", "H", "C", "O", "C", "O", "O", "C", "H", "H", "H", "H", "H", "H", "F", "C", "C", "C", "C", "C", "C", "H", "H", "H", "H", "H", "F", "C", "C", "C", "C", "C", "C", "H", "H", "H", "H", "H"],
  "positions_angstrom": [[0.55300, 17.18193, -4.71165], [0.47999, 17.85903, -3.35316], [-0.40912, 17.14341, -2.25301], [-0.47388, 17.90018, -0.89046], [-1.00418, 19.32744, -0.97136], [0.94303, 17.91153, -0.19388], [0.58013, 18.20530, 1.24844], [-0.70341, 17.33130, 1.55215], [-1.35374, 17.11279, 0.15265], [0.31379, 17.80541, -5.57314], [-0.13679, 16.33858, -4.74380], [1.60028, 16.93513, -4.88603], [0.19254, 18.90274, -3.48023], [1.51142, 17.90004, -3.00307], [0.06675, 16.16329, -2.22141], [-1.44050, 17.12982, -2.60538], [-0.99891, 19.78359, 0.01858], [-2.02819, 19.20292, -1.32350], [-0.32502, 19.91927, -1.58501], [1.46204, 18.72629, -0.69875], [1.35760, 16.91703, -0.35887], [0.43541, 19.26091, 1.47836], [1.47322, 18.00858, 1.84156], [-1.39614, 17.80570, 2.24726], [-0.41529, 16.43406, 2.09992], [-2.34742, 17.56053, 0.16772], [-1.35703, 16.06162, -0.13570], [3.55347, 15.90664, 7.18591], [2.49200, 15.57508, 3.79842], [1.77152, 14.92814, 2.49190], [1.22155, 16.60814, 3.99442], [1.66184, 14.53804, 4.75200], [3.13261, 16.11284, 5.24697], [3.79559, 14.56135, 3.65297], [3.29415, 16.66319, 2.95658], [1.00169, 18.40413, 7.92095], [2.46549, 18.78492, 8.54658], [0.09346, 19.26998, 8.94697], [1.08374, 19.61875, 6.86971], [-0.33854, 17.72201, 7.32803], [1.88876, 17.50358, 6.95472], [1.02466, 17.19227, 9.03008], [6.27387, 13.94220, 7.36397], [5.25740, 12.68971, 7.44777], [5.10378, 14.81786, 6.59331], [5.71825, 14.50764, 8.83165], [7.14972, 15.27865, 7.15779], [7.30855, 13.12377, 8.24264], [6.86141, 13.30420, 5.92873], [3.17535, 11.31671, 3.89061], [3.23288, 9.95206, 4.24399], [4.15146, 9.54157, 5.11615], [4.08717, 8.56735, 5.74383], [5.12625, 10.43793, 5.28902], [6.15649, 10.20891, 6.13941], [3.94209, 12.04359, 4.15867], [2.32956, 11.85928, 4.31293], [2.95245, 11.44895, 2.83187], [5.89781, 10.53628, 7.14641], [6.95933, 10.86922, 5.81149], [6.61570, 9.22037, 6.13981], [6.39413, 16.97755, 2.97070], [7.09075, 17.34262, 4.09758], [8.33322, 16.89268, 4.21000], [9.03044, 16.46170, 3.25250], [8.78525, 17.44199, 5.33501], [10.24374, 17.58323, 5.60183], [5.40808, 17.42945, 3.07839], [6.21854, 15.91698, 2.79053], [6.84642, 17.37458, 2.06192], [10.81709, 17.80082, 4.70071], [10.71148, 16.67262, 5.97614], [10.52369, 18.32422, 6.35060], [-0.42767, 14.18940, 8.52311], [0.26159, 13.22704, 7.71862], [1.60546, 13.32595, 7.43309], [2.27283, 14.35742, 7.40152], [2.09276, 12.14680, 6.96129], [1.37680, 10.87653, 6.98535], [-1.51680, 14.20608, 8.48309], [-0.06423, 15.17280, 8.22486], [-0.30809, 14.18922, 9.60653], [1.13360, 10.46154, 6.00722], [0.45771, 11.02544, 7.55209], [2.03331, 10.18348, 7.51145], [4.53242, 19.58383, 5.45629], [5.57174, 19.54681, 6.41409], [5.56693, 18.51440, 7.17217], [4.73780, 17.63353, 7.14707], [6.59892, 18.52497, 8.10194], [7.56209, 19.53307, 8.15676], [3.60612, 19.31481, 5.96391], [4.67191, 18.78017, 4.73327], [4.37068, 20.57813, 5.03999], [7.18090, 20.47279, 8.55639], [8.16891, 19.61898, 7.25537], [8.24903, 19.20927, 8.93866], [4.02384, 14.66639, 0.33122], [4.90506, 15.73030, 0.09513], [4.64491, 16.72241, -0.71349], [3.67827, 16.81922, -1.46564], [5.69859, 17.49329, -0.71134], [5.95494, 18.56300, -1.63064], [2.98694, 14.99166, 0.24675], [4.12782, 14.17737, 1.29980], [4.11986, 13.93816, -0.47412], [6.09025, 18.08702, -2.60184], [6.82273, 19.19007, -1.42616], [5.10422, 19.24407, -1.65374], [-5.96612, 16.12143, 2.95508], [-4.66195, 16.00562, 3.29444], [-4.00385, 14.99403, 2.69048], [-2.66275, 14.68119, 3.10554], [-2.04362, 15.55764, 4.02488], [-2.74109, 16.56599, 4.63057], [-4.04459, 16.81951, 4.25073], [-4.68210, 14.39300, 2.10300], [-2.07940, 13.87383, 2.68807], [-1.01442, 15.36276, 4.28785], [-2.22359, 17.11493, 5.40340], [-4.52988, 17.56833, 4.85914], [-0.89398, 10.75930, 3.72956], [-0.30792, 10.75406, 2.46828], [-0.65992, 9.71711, 1.59556], [0.00932, 9.59451, 0.38212], [0.89953, 10.62470, -0.03057], [1.13213, 11.69988, 0.79075], [0.52333, 11.72037, 2.08430], [-1.47232, 9.09470, 1.94054], [-0.33586, 8.75946, -0.20945], [1.22748, 10.53678, -1.05580], [1.89524, 12.40479, 0.49553], [0.72199, 12.56272, 2.73036]]
}